{
  "formula": "C45H90O33S6",
  "method": "ωB97M-V/def2-TZVPD",
  "homo_energy_ev": -10.024,
  "energy_ha": -6640.39094,
  "largest_force_ev_per_a": 6.5,
  "elements": ["S", "S", "S", "S", "S", "S", "O", "O", "O", "O", "O", "O", "O", "O", "O", "O", "O", "O", "O", "O", "O", "O", "O", "O", "O", "O", "O", "O", "O", "O", "O", "O", "O", "O", "O", "O", "O", "O", "O", "C", "C", "C", "C", "C", "C", "C", "C", "C", "C", "C", "C", "C", "C", "C", "C", "C", "C", "C", "C", "C", "C", "C", "C", "C", "C", "C", "C", "C", "C", "C", "C", "C", "C", "C", "C", "C", "C", "C", "C", "C", "C", "C", "C", "C", "H", "H", "H", "H", "H", "H", "H", "H", "H", "H", "H", "H", "H", "H", "H", "H", "H", "H", "H", "H", "H", "H", "H", "H", "H", "H", "H", "H", "H", "H", "H", "H", "H", "H", "H", "H", "H", "H", "H", "H", "H", "H", "H", "H", "H", "H", "H", "H", "H", "H", "H", "H", "H", "H", "H", "H", "H", "H", "H", "H", "H", "H", "H", "H", "H", "H", "H", "H", "H", "H", "H", "H", "H", "H", "H", "H", "H", "H", "H", "H", "H", "H", "H", "H", "H", "H", "H", "H", "H", "H"],
  "xyz": [[-2.821051, 3.980141, -7.287571], [1.704003, 0.793795, 2.699824], [0.540238, -7.177941, -3.249195], [4.380435, -7.053591, 4.458429], [10.340481, 1.045585, 3.672757], [-6.599342, -3.183293, -2.994104], [-3.750447, 6.227769, 6.341855], [-6.281249, 5.279874, 0.724069], [-1.783071, 4.929151, -7.749117], [3.156180, -6.263165, 4.387787], [-2.433022, 7.566571, 7.636304], [11.324876, -0.013893, 3.586665], [-11.240018, 2.115158, 7.135781], [8.383322, -0.545711, -7.752483], [-7.687305, -2.327104, -2.551403], [-2.524329, 2.987204, -6.259286], [2.503173, -0.084182, -9.341467], [9.433385, 1.351868, 2.602619], [-4.598794, -5.874243, 8.526471], [2.161676, 2.175097, 2.951699], [-5.676265, -7.528843, 9.188021], [1.507297, -6.134349, -2.900431], [-4.441885, 7.271852, 8.195436], [2.532450, -2.159408, -10.417927], [4.433414, 7.731030, 1.136751], [3.844095, 7.717315, -0.774020], [6.031410, 7.650493, -0.408462], [-3.574767, -7.926927, 8.520915], [-4.723989, 6.630748, 1.018001], [-0.383239, -7.013081, -4.378948], [2.500444, -0.128923, -11.561086], [2.242017, -0.438561, 3.325716], [-4.444665, 5.031516, -0.540375], [8.485248, 1.773223, -7.944691], [4.344806, -8.545228, 4.563648], [-9.277499, 1.497424, 6.534362], [-5.700168, -3.965880, -2.110735], [-11.130223, 0.390312, 5.679786], [8.096902, 0.653995, -5.944876], [-3.486025, 7.244862, 0.764690], [-4.764962, 3.435263, -9.136320], [5.432450, -6.571931, 3.050722], [-5.825746, 6.918637, 7.970503], [-7.234422, 4.448490, 0.016874], [5.506420, -6.314484, 5.752826], [-4.397902, 4.752348, -7.077525], [0.634657, -9.841209, -2.857606], [-6.557688, -4.150294, -5.558505], [2.611979, -0.665745, -12.848749], [10.972868, 2.807099, 5.695757], [6.832896, -6.117181, 4.961056], [-5.902280, -8.812282, 9.612512], [2.570639, -0.924196, -10.457913], [0.238342, -9.274571, -1.464418], [9.686328, 2.177810, 6.061405], [-7.320120, -4.381950, -4.256518], [-8.291950, 0.811229, 5.684128], [-0.134067, 0.688762, 2.840158], [1.619475, 0.602840, 0.936480], [-3.408685, -5.237970, 8.042255], [1.398571, -8.746387, -3.666456], [2.678743, -0.683030, -8.014970], [-5.652297, -2.343590, -4.239312], [8.229960, 1.889493, -5.214679], [4.913744, 7.649351, -0.034381], [-0.298147, -7.875083, -1.680249], [8.294289, 0.726974, -7.263883], [8.667388, -0.709170, -9.130807], [9.459098, 0.824393, 5.374862], [-6.344711, -2.597137, -5.589513], [-12.627535, 2.106387, 7.381979], [0.212690, 0.464114, 0.391909], [-5.062131, 5.562499, 0.358135], [-1.422189, 7.600715, 6.724944], [-3.618460, 6.995988, 7.305570], [-10.614713, 1.321882, 6.293983], [-3.265024, 3.166756, -8.844894], [-0.599791, -0.070687, 1.584802], [3.991258, 7.701531, -2.159579], [-4.535224, -7.174838, 8.818259], [5.225645, 7.815831, 2.342567], [-5.035343, 4.781088, -8.431535], [6.443003, -5.593998, 3.548855], [11.141280, 2.666833, 4.143452], [-6.407540, 7.245281, 8.832426], [5.967884, -4.613664, 3.585005], [2.916440, 0.100563, -13.561618], [-4.935004, 4.004351, -6.494320], [-0.199161, -10.090780, -3.513779], [-7.528172, 0.432498, 6.363313], [-5.431099, 2.681174, -8.717147], [1.451315, -8.929893, -4.739607], [-0.135498, 1.479231, 0.201099], [7.728154, 1.565037, -4.303079], [-5.580959, -4.622129, -5.451442], [4.713300, -6.323866, 2.270096], [-3.344364, 7.344922, -0.311416], [-0.923770, 6.637904, 6.612332], [10.443397, 3.413125, 3.763838], [8.425331, 0.482016, 5.327736], [-0.625657, 8.273757, 7.042209], [7.847645, -0.280033, -9.706970], [10.065676, 0.095446, 5.912263], [-1.634996, 0.217022, 1.401359], [4.968131, 8.642413, 3.004797], [-4.369566, 5.602665, -6.396154], [7.240165, -7.101675, 4.730817], [-6.814598, 3.504006, -0.329258], [3.422592, -1.393238, -12.806700], [1.255790, -10.711002, -2.643717], [-8.364711, -4.113618, -4.414427], [6.277850, 7.901817, 2.071289], [-5.441539, -1.305457, -3.982469], [-8.715135, -0.092054, 5.244701], [4.609640, 8.546067, -2.463658], [-8.044955, 4.050838, 0.627614], [2.233035, -0.270985, 0.717236], [5.009991, 6.910907, 2.910646], [0.117974, -0.025399, -0.577376], [8.726884, -1.796541, -9.177436], [2.122481, 1.528234, 0.655904], [2.449691, -8.718965, -3.379235], [-0.404850, -9.899469, -0.844806], [-4.669936, 5.604826, -9.044755], [-7.111502, -4.575105, -6.395715], [2.793137, 0.129007, -7.296907], [7.674039, 2.646564, -5.767746], [-6.097496, -9.411349, 8.723071], [-2.614573, 6.683768, 1.102078], [1.135832, -9.177862, -0.853467], [-3.188948, -5.451898, 6.996273], [5.400712, -6.928999, 6.646856], [8.927570, 2.879547, 5.715055], [-6.755345, -8.684423, 10.278881], [3.516049, -1.366374, -7.873344], [-6.055721, 5.876732, 7.747673], [4.556730, 6.821451, -2.465842], [7.584533, -5.570558, 5.530560], [9.297765, 2.102528, -5.164651], [12.122223, 2.917378, 3.739622], [-0.429219, 0.275321, 3.804545], [-2.542836, 3.458235, -9.607512], [9.646404, -0.249185, -9.265158], [-12.935374, 3.124258, 7.621324], [-7.665237, 4.958518, -0.844735], [-6.078027, 4.969120, -8.175482], [-4.987664, 3.363605, -10.200926], [-5.747869, -2.330393, -6.461710], [1.819129, -1.269141, -7.689950], [-0.508662, -1.139133, 1.780285], [11.858185, 2.344455, 6.131955], [-1.703190, 8.030374, 5.763414], [-4.695621, -2.864158, -4.282812], [-5.083562, -9.093058, 10.275060], [5.957553, -7.457707, 2.693256], [-12.945267, 1.432018, 8.177192], [-3.163638, 2.087943, -8.726619], [-7.332470, -2.140411, -5.651372], [9.574906, 2.071865, 7.140513], [-3.392678, -4.159571, 8.200045], [-0.366792, 1.753498, 2.856800], [-1.332605, -7.886876, -2.023542], [-7.846365, 1.464445, 4.933897], [7.312505, -5.526562, 2.895022], [1.667048, -1.156980, -13.080863], [-0.274022, -7.210359, -0.816733], [-7.349116, -5.393035, -3.850355], [-3.571987, 8.166897, 1.339641], [3.046788, 7.721162, -2.703348], [-13.140935, 1.819624, 6.464220], [4.997720, -5.379474, 5.987520], [11.060115, 3.835376, 6.046648], [-2.531841, -5.473888, 8.645228], [-6.159072, 7.476241, 7.095254]],
  "forces_ev_per_angstrom": [[2.591, -0.272, -1.737], [-1.512, -0.908, 0.827], [1.103, -0.675, -0.457], [0.368, -1.476, 0.350], [0.574, 0.608, 2.032], [-0.195, -2.411, -0.601], [-0.124, 1.788, 1.480], [-2.930, -0.876, 1.146], [-1.464, -0.782, 1.457], [0.757, -0.829, 0.160], [-1.794, 0.555, 1.421], [-0.474, 0.457, -0.261], [0.756, 1.369, 0.716], [-0.870, 1.557, 1.875], [0.944, -0.406, 0.367], [-0.453, 1.206, -0.589], [0.786, -1.507, -0.933], [-0.146, -0.416, -0.045], [0.681, 1.184, 0.167], [-0.192, -2.100, 0.266], [-2.871, 1.437, 1.027], [-1.278, -0.919, -0.301], [-3.610, 0.708, 3.055], [0.592, 3.093, -0.327], [-0.960, 0.437, 5.095], [-2.481, -0.301, -1.488], [2.495, -0.409, -0.574], [-2.101, 1.885, 1.473], [0.126, 0.426, 1.375], [0.395, 0.309, 1.754], [0.289, 0.740, 2.450], [-0.086, 2.243, -0.739], [0.126, 0.028, 0.583], [-0.838, -3.370, 2.243], [-0.058, 2.966, -0.101], [-0.200, 0.113, -1.440], [-1.604, 1.797, -1.011], [0.968, 2.043, 0.214], [0.080, -0.376, -1.453], [0.616, 0.147, -0.252], [0.453, 0.458, 0.530], [-0.574, -1.548, -0.492], [-0.549, 0.457, -0.563], [0.860, -0.890, -0.677], [-0.855, -0.029, -1.163], [0.154, -0.980, 1.440], [0.284, 0.452, -0.019], [0.152, 0.539, 0.923], [0.485, -1.422, 0.071], [2.544, -0.458, -1.130], [-0.779, -0.661, 0.062], [-0.417, -0.842, 1.217], [-1.286, -1.151, 0.949], [0.741, 0.643, -0.532], [-1.668, -0.155, 0.151], [-0.441, 0.306, 0.544], [-0.723, -0.604, 0.821], [0.907, 0.622, 0.204], [1.796, -0.073, -0.985], [1.153, 0.110, 0.430], [0.458, -0.521, 1.172], [-0.402, -0.225, 0.009], [0.854, 0.528, -0.748], [-0.636, -0.914, -0.660], [-0.323, 0.964, -1.019], [-0.930, 0.614, -1.213], [1.408, 1.611, -2.085], [0.216, -0.035, 0.777], [1.425, 0.624, -0.630], [-0.334, -1.397, 0.168], [-0.903, -0.179, -1.145], [-0.001, 0.904, 1.146], [0.075, -0.718, -2.711], [2.116, 0.066, -1.666], [3.775, -2.972, -4.250], [0.100, -3.339, 0.633], [-0.926, -1.587, -0.016], [-0.549, 0.646, 0.263], [1.326, -0.084, -1.264], [5.159, -0.842, -3.798], [0.459, -0.673, -0.505], [-0.790, 0.858, -0.649], [-0.077, 1.113, 0.837], [-1.423, 0.625, 1.020], [0.429, -0.010, 0.025], [0.233, 0.238, 0.204], [-0.435, 0.191, 0.311], [-0.071, -0.242, 0.128], [-0.334, -0.387, 0.547], [0.051, 0.425, 0.074], [0.346, -0.215, 0.423], [-0.693, 0.271, 0.038], [-0.225, 0.094, 0.024], [0.471, 0.876, 0.343], [0.061, -0.141, -0.408], [0.230, 0.592, 0.043], [-0.115, 0.510, 0.032], [-0.312, -0.202, -0.310], [-0.062, -0.161, -0.556], [0.138, 0.241, -0.397], [-0.256, 0.110, 0.683], [0.390, -0.062, -0.353], [0.007, -0.271, -0.372], [-0.205, -0.511, 0.174], [-0.449, 0.296, -0.667], [0.224, 0.403, -0.662], [0.240, -0.215, 0.453], [0.708, 0.271, -0.265], [-0.151, -0.324, -0.377], [-0.024, -0.092, -0.571], [-0.023, 0.349, 0.241], [-0.016, -0.197, 0.100], [-0.350, -0.032, 0.107], [-0.321, 0.317, -0.243], [-0.127, 0.181, -0.132], [0.191, 1.000, 0.773], [0.153, 0.109, -0.123], [0.303, -0.084, -0.127], [0.201, -0.515, 0.389], [-0.001, 0.160, -0.683], [0.107, -0.269, -0.653], [-0.054, 0.427, 0.482], [-0.361, -0.038, -0.477], [0.025, 0.087, 0.064], [0.169, 0.182, -0.077], [-0.004, 0.205, -0.457], [0.187, 0.240, 0.367], [0.149, -0.565, 0.518], [-0.239, -0.293, 0.343], [0.317, -0.075, -0.140], [-0.275, -0.207, 0.107], [0.692, -0.273, -0.233], [-0.397, -0.049, 0.140], [-0.347, -0.603, -0.352], [0.304, 0.224, -0.771], [0.759, -0.130, 0.257], [-0.111, -0.174, -0.062], [-0.171, 0.257, -0.260], [-0.230, 0.302, 0.435], [-0.007, -0.737, 0.043], [0.147, -0.216, -0.181], [-0.302, 0.432, 0.111], [-0.185, 0.011, -0.805], [0.278, -0.070, 0.110], [0.212, 0.267, 0.150], [-0.270, -0.047, -0.724], [0.135, 0.658, -0.035], [0.085, 0.289, 0.264], [-0.324, 0.149, -0.453], [-0.015, -0.007, -0.312], [-0.132, -0.482, 0.341], [-0.396, -0.460, -0.180], [0.093, 0.004, 0.195], [0.153, -0.731, -0.531], [-0.185, -0.304, 0.226], [0.464, -0.090, 0.047], [0.356, 0.012, 0.271], [0.103, 0.320, 0.009], [-0.060, 0.013, 0.017], [-1.218, 0.043, -0.192], [-0.517, -0.007, -0.297], [-0.154, -0.155, 0.037], [-0.328, 0.139, 0.164], [-0.063, -0.056, 0.030], [0.151, 0.027, -0.475], [0.522, 0.163, -0.308], [0.508, 0.077, 0.034], [0.366, 0.118, -0.489], [-0.124, 0.039, 0.639], [-0.139, -0.119, 0.050], [0.231, 0.232, -0.133], [-0.325, 0.154, -0.357], [-0.064, -0.871, -0.065], [-0.036, 0.079, 0.039]],
  "lowdin_charge": [0.705, 0.728, 0.730, 0.728, 0.708, 0.721, 0.095, 0.014, -0.351, -0.348, 0.000, -0.347, -0.004, -0.040, -0.339, -0.335, -0.032, -0.334, 0.011, -0.356, 0.030, -0.356, 0.058, 0.096, 0.035, 0.016, 0.159, 0.076, 0.014, -0.355, -0.029, -0.357, 0.117, 0.061, -0.367, -0.023, -0.354, 0.097, -0.024, -0.040, -0.190, -0.254, 0.002, -0.017, -0.194, -0.261, -0.206, -0.217, -0.058, -0.247, -0.196, -0.039, -0.496, -0.223, -0.265, -0.217, -0.016, -0.216, -0.260, -0.047, -0.225, -0.039, -0.253, -0.015, -0.725, -0.198, -0.530, -0.045, -0.165, -0.198, -0.040, -0.197, -0.657, -0.105, -0.638, -0.564, -0.221, -0.208, -0.055, -0.633, 0.003, -0.232, -0.226, -0.192, 0.096, 0.118, 0.097, 0.107, 0.111, 0.088, 0.110, 0.098, 0.114, 0.100, 0.112, 0.106, 0.098, 0.100, 0.088, 0.099, 0.092, 0.100, 0.091, 0.111, 0.090, 0.120, 0.109, 0.089, 0.095, 0.108, 0.094, 0.093, 0.110, 0.086, 0.097, 0.088, 0.107, 0.094, 0.120, 0.097, 0.097, 0.095, 0.116, 0.121, 0.113, 0.088, 0.094, 0.114, 0.098, 0.113, 0.099, 0.097, 0.118, 0.102, 0.089, 0.099, 0.097, 0.112, 0.103, 0.102, 0.102, 0.103, 0.099, 0.094, 0.095, 0.115, 0.112, 0.113, 0.088, 0.119, 0.111, 0.099, 0.104, 0.107, 0.104, 0.098, 0.096, 0.112, 0.118, 0.088, 0.095, 0.090, 0.089, 0.118, 0.100, 0.102, 0.098, 0.100, 0.098, 0.094, 0.092, 0.115, 0.092, 0.100]
}